C19H22N2O3 | the ωB97M-V functional and the def2-TZVPD basis

For the total energy, the calculation gives -1071.77507 Ha. The HOMO energy is -8.4 eV. For the gap between HOMO and LUMO, the calculation gives 8.160 eV. The net charge is 0.

CARTESIAN COORDINATES (ANGSTROEM)
C 5.18614 0.95804 0.73980
O 4.22269 0.03208 0.11885
C 4.50677 -0.37927 -1.24512
C 3.61433 -1.29826 -1.75879
N 2.34737 -0.51591 -1.96867
H 2.31598 -0.04882 -0.97141
C 1.38739 -1.51850 -1.79813
C 0.95971 -2.57724 -0.87748
O 1.86185 -3.70610 -0.82102
H 1.75296 -4.08376 -1.56002
C 1.13814 -2.05335 0.59700
H 0.91145 -2.64911 1.27369
O 0.34199 -0.48326 0.56242
N -1.02759 -1.06502 0.85966
C -1.83853 0.00711 0.65957
C -3.16364 -0.23465 1.07635
C -3.94706 -1.24598 1.26713
C -5.27744 -1.29578 1.41473
C -6.13889 -0.19358 1.20035
C -5.26414 0.99781 1.11403
C -3.90321 0.99706 0.77028
C -2.81550 1.90218 0.74579
C -3.07930 3.27932 0.49374
C -1.84191 4.07450 0.37356
C -0.76011 3.40706 -0.06996
C -0.61563 2.18160 0.35777
C -1.62965 1.60872 0.58093
H 0.36555 1.57614 0.28847
H 0.30596 4.17188 0.08859
H -2.01997 5.25868 0.15552
H -4.08596 3.76735 0.42765
H -5.81613 2.02848 0.80355
H -7.11082 -0.11963 1.38055
H -5.86212 -2.11262 1.50547
H -3.39150 -2.29163 1.27862
H 2.07718 -1.70717 0.77802
H -0.13717 -2.89435 -0.99702
H 0.39586 -1.03461 -1.83171
H 1.39449 -2.26287 -2.83761
H 4.04342 -1.84439 -2.68263
H 3.65263 -2.12445 -0.88719
H 4.80623 0.45754 -1.66852
H 5.80970 -0.73144 -1.29829
H 4.96388 1.24252 1.68718
H 6.33045 0.52889 0.56487
H 5.03416 1.99482 0.10942

Here are the Mulliken charges for atoms 1 to 4, given in e: C -0.71; O -0.30; C -1.17; C 0.21